Record 1
Formula: C6H13N
Source: the Open Molecules 2025 dataset
Level of theory: wB97M-V/def2-TZVPD

The HOMO-LUMO gap is 9.5 eV. Its lowest unoccupied orbital energy is 1.0856 eV.

```
! RIJCOSX wB97M-V def2-TZVPD def2/J DEFGRID3
* xyz 0 1
C 2.9973 -0.2440 -0.1518
C 1.5271 -0.6480 0.0159
C 0.5898 0.2979 -0.7451
N -0.8106 -0.1412 -0.6207
C -2.0146 1.2135 -0.7397
C -1.6212 0.4281 0.4717
C -2.5990 -0.5415 1.1103
H 3.1675 0.7848 0.1973
H 3.3018 -0.2930 -1.2070
H 3.6588 -0.9072 0.4206
H 1.3668 -1.6750 -0.3424
H 1.2523 -0.6380 1.0817
H 0.8455 0.3027 -1.8145
H 0.7176 1.3294 -0.3732
H -1.5178 0.0611 -1.4843
H -1.3437 2.0913 -0.8273
H -0.9672 0.9214 1.2014
H -3.3005 0.0041 1.7563
H -3.1786 -1.0554 0.3337
H -2.0712 -1.2912 1.7169
*
```

Record 2
Formula: C6H13N
Source: the Open Molecules 2025 dataset
Level of theory: wB97M-V/def2-TZVPD

The HOMO-LUMO gap is 8.8 eV. Its lowest unoccupied orbital energy is 1.0822 eV.

```
! RIJCOSX wB97M-V def2-TZVPD def2/J DEFGRID3
* xyz 0 1
C -0.1883 2.1696 -2.3432
C -0.1447 1.9835 -0.8021
C -0.0236 0.5308 -0.4019
C -1.0258 -0.3857 -0.0411
N -0.9764 -1.4258 0.9547
C 0.2598 -2.1001 1.0702
C 1.1463 -1.3842 2.0576
H 0.2542 1.3013 -2.8526
H -1.2373 2.1528 -2.8311
H 0.1663 3.1636 -2.5929
H -1.0892 2.3519 -0.4689
H 0.6607 2.6040 -0.4238
H 0.9546 0.1407 -0.3393
H -2.0279 -0.2935 -0.4244
H -1.7845 -2.0182 0.8785
H 0.1641 -3.1353 1.5132
H 0.9503 -2.1851 0.1785
H 0.6138 -1.1885 2.9146
H 1.2781 -0.3873 1.7255
H 2.0497 -1.8943 2.2284
*
```

Ordered energy above the lowest of the compared OMol25 structures with the same formula, charge and spin results: 362.1 199.3; unit kJ/mol.